Molecular formula: C37H67N8O3RbS2SeSi
Method: DFT, ωB97M-V/def2-TZVPD

Atoms and positions in Å:
Rb -0.196 0.185 -0.394
Se 2.537 0.260 -3.186
S -1.008 1.378 2.542
S -0.643 -2.112 -2.991
Si 0.996 1.259 2.962
O 1.402 0.749 4.485
O 1.719 0.235 1.848
O 1.868 2.648 2.785
N -1.585 -2.341 0.785
N -2.982 -3.326 -2.951
N -1.117 -4.708 -3.150
N 2.794 -2.507 -2.599
N -4.147 -6.050 3.687
N -3.133 1.138 -0.655
N -0.870 2.850 -1.775
N 2.187 -2.171 -4.661
C 0.562 -1.531 4.471
C -2.146 -2.021 1.953
C 1.683 -1.523 -5.851
C -3.586 -5.254 3.078
C -2.814 -2.943 2.749
C 3.141 -1.337 0.848
C 1.836 -4.589 -5.295
C 3.650 1.106 0.686
C 2.176 -3.540 -4.457
C -1.595 -7.131 -3.179
C -2.287 3.174 -1.856
C -0.237 3.538 -0.653
C 0.859 -0.288 5.304
C 1.908 -5.872 -4.763
C 2.639 -5.034 -2.602
C 2.514 -1.537 -3.506
C 0.667 4.047 4.390
C -1.642 -3.461 -3.047
C 2.570 -3.759 -3.136
C 2.240 4.972 2.683
C -3.612 0.511 -1.873
C -3.136 2.595 -0.736
C -3.952 0.725 0.475
C -2.894 -4.256 2.305
C 3.106 0.001 1.585
C 3.923 -0.089 2.868
C -0.408 0.222 5.982
C 1.961 3.805 3.621
C -0.207 3.209 -3.018
C 2.301 -6.090 -3.442
C 1.928 -0.596 6.345
C -1.705 -5.808 -3.916
C -5.124 -4.558 -3.185
C -1.657 -3.608 0.380
C -3.907 -4.270 -2.323
C -2.297 -4.603 1.096
C 3.125 3.597 4.584
H -1.996 -7.942 -3.787
H 0.830 3.303 -0.631
H 2.503 -1.258 -0.036
H 2.163 0.305 6.914
H -0.641 2.650 -3.848
H -4.847 -5.018 -4.134
H 0.598 -1.631 -5.895
H 4.160 -1.583 0.536
H -3.249 -2.355 -2.892
H 4.047 3.427 4.023
H -5.000 1.052 0.365
H -3.362 -5.179 -2.081
H -1.153 0.492 5.234
H -0.339 4.633 -0.740
H -0.169 -1.296 3.697
H -3.253 -2.639 3.688
H -0.818 -0.543 6.647
H 1.471 -1.891 3.986
H 1.659 -6.719 -5.388
H 1.939 -0.468 -5.796
H -4.167 2.967 -0.881
H 3.053 -2.287 -1.651
H 4.687 0.899 0.412
H 3.147 4.780 2.106
H -0.175 4.142 3.704
H 2.144 -1.969 -6.732
H 2.938 -5.203 -1.576
H -3.942 -0.363 0.556
H 4.964 -0.315 2.626
H 0.165 -2.327 5.106
H -0.552 -7.356 -2.955
H 1.409 5.099 1.988
H -0.291 4.287 -3.237
H -5.665 -3.638 -3.407
H -2.796 2.972 0.231
H -5.805 -5.230 -2.661
H 2.373 5.899 3.245
H -2.658 2.823 -2.821
H -4.224 -3.839 -1.368
H -0.106 -4.679 -3.186
H 2.348 -7.102 -3.063
H -3.686 -0.565 -1.701
H -2.040 -0.984 2.272
H 3.888 0.853 3.415
H 0.851 2.954 -2.961
H -2.142 -7.103 -2.235
H -2.740 -5.567 -4.144
H 3.069 1.165 -0.237
H -3.543 1.143 1.395
H -2.328 -5.621 0.731
H 1.585 -1.368 7.037
H -0.661 3.219 0.300
H -2.435 4.269 -1.853
H 2.757 -2.134 1.486
H 3.263 4.473 5.222
H -1.177 -3.836 -0.566
H -2.917 0.665 -2.698
H -0.179 1.108 6.577
H -1.183 -5.872 -4.875
H 1.524 -4.419 -6.316
H 2.842 -0.942 5.859
H 0.753 4.960 4.982
H 3.598 2.064 1.199
H -4.608 0.881 -2.174
H 0.458 3.215 5.064
H 2.933 2.726 5.212
H 3.536 -0.873 3.520

Force components x, y, z for each atom (eV/Å):
Rb 0.00 -0.04 -0.07
Se 0.00 -0.04 0.03
S 0.15 0.01 0.05
S -0.04 0.06 -0.08
Si -0.16 0.01 -0.05
O 0.00 -0.02 0.03
O -0.06 0.04 -0.02
O 0.01 0.04 0.01
N 0.01 0.05 0.07
N -0.04 -0.03 -0.02
N -0.01 0.03 -0.08
N 0.06 0.01 -0.01
N 0.01 -0.02 -0.01
N -0.02 -0.02 -0.02
N 0.01 0.03 0.06
N 0.01 0.01 0.00
C 0.02 -0.01 0.00
C 0.00 -0.01 -0.01
C 0.01 0.01 0.00
C -0.02 0.02 0.03
C 0.03 -0.01 -0.07
C 0.03 0.01 0.00
C 0.00 0.04 0.02
C -0.01 -0.01 -0.02
C 0.01 -0.04 0.01
C -0.01 0.00 0.01
C 0.01 -0.01 -0.01
C 0.02 -0.01 0.00
C 0.02 0.06 -0.03
C -0.01 -0.02 -0.01
C 0.00 0.02 0.00
C -0.03 0.05 0.00
C 0.00 0.00 0.00
C 0.05 -0.03 0.09
C -0.04 -0.03 -0.01
C 0.01 0.02 0.00
C -0.02 0.04 0.00
C 0.01 0.01 0.00
C 0.00 -0.01 0.02
C 0.01 -0.02 -0.03
C -0.03 0.01 0.01
C 0.02 0.00 0.01
C 0.00 -0.02 0.03
C -0.02 -0.05 -0.02
C 0.02 -0.02 0.01
C 0.00 -0.02 0.00
C 0.00 0.00 0.01
C -0.01 0.00 0.00
C -0.01 0.00 0.00
C 0.03 0.03 -0.03
C 0.00 0.03 0.02
C -0.03 0.01 0.04
C 0.01 0.01 0.01
H 0.00 0.00 0.00
H 0.00 -0.01 0.01
H 0.00 -0.01 -0.01
H 0.00 0.00 0.00
H 0.00 0.01 0.00
H 0.01 -0.01 0.00
H 0.00 0.00 0.00
H -0.02 0.00 0.00
H 0.00 0.01 -0.01
H 0.00 0.00 0.00
H 0.00 0.00 0.00
H -0.01 0.00 0.00
H 0.00 0.00 -0.01
H 0.01 0.00 0.00
H -0.02 0.00 -0.01
H 0.00 -0.01 0.01
H -0.01 0.01 0.00
H 0.00 -0.01 0.00
H 0.00 0.00 0.00
H 0.00 0.00 0.00
H 0.00 0.00 0.00
H 0.00 0.01 -0.01
H 0.00 0.01 0.00
H 0.00 0.00 0.00
H 0.00 0.00 0.00
H 0.00 0.00 0.00
H 0.00 0.00 0.00
H 0.00 0.00 0.01
H 0.00 0.00 0.00
H 0.00 0.00 0.00
H 0.00 0.00 0.00
H 0.00 0.00 0.00
H 0.00 0.00 0.00
H 0.00 0.00 0.01
H 0.00 -0.01 0.00
H 0.00 0.00 0.00
H 0.00 0.00 0.00
H 0.00 -0.01 0.00
H 0.00 -0.02 0.00
H 0.00 0.00 0.01
H 0.00 0.00 0.00
H -0.01 0.00 0.01
H 0.00 -0.04 -0.04
H 0.00 0.00 -0.01
H 0.00 0.00 0.00
H 0.00 -0.01 0.00
H 0.01 0.00 0.01
H 0.01 0.00 0.01
H -0.01 -0.01 0.00
H -0.01 -0.01 0.01
H 0.00 0.00 0.00
H 0.02 -0.01 -0.01
H -0.01 0.00 0.01
H -0.01 0.00 0.00
H 0.00 0.00 0.00
H 0.01 0.01 0.05
H 0.03 0.01 -0.01
H 0.00 0.00 0.00
H 0.01 0.00 0.00
H 0.00 0.00 0.00
H 0.00 0.00 0.00
H 0.00 0.00 0.00
H -0.01 0.00 0.01
H 0.00 -0.02 0.00
H 0.00 0.00 0.01
H 0.00 0.00 0.00
H 0.00 -0.01 0.00

Summary:
Energy above the lowest of the compared OMol25 structures with the same formula, charge and spin: 36.6 kJ/mol
HOMO level: -7.13 eV

Results of the Löwdin charge analysis, in e, for atoms 1 through 99: number 1, Rb, carries 0.508; number 2, Se, carries 0.645; number 3, S, carries 0.286; number 4, S, carries 0.685; number 5, Si, carries -0.202; number 6, O, carries -0.163; number 7, O, carries -0.258; number 8, O, carries -0.162; number 9, N, carries 0.057; number 10, N, carries 0.014; number 11, N, carries 0.014; number 12, N, carries 0.124; number 13, N, carries 0.166; number 14, N, carries -0.298; number 15, N, carries -0.311; number 16, N, carries -0.094; number 17, C, carries -0.029; number 18, C, carries -0.147; number 19, C, carries -0.034; number 20, C, carries -0.170; number 21, C, carries 0.013; number 22, C, carries -0.031; number 23, C, carries -0.006; number 24, C, carries -0.020; number 25, C, carries -0.195; number 26, C, carries -0.070; number 27, C, carries -0.213; number 28, C, carries -0.118; number 29, C, carries -0.651; number 30, C, carries -0.103; number 31, C, carries -0.005; number 32, C, carries -0.814; number 33, C, carries -0.043; number 34, C, carries -0.842; number 35, C, carries -0.198; number 36, C, carries -0.027; number 37, C, carries -0.108; number 38, C, carries -0.203; number 39, C, carries -0.116; number 40, C, carries -0.218; number 41, C, carries -0.638; number 42, C, carries -0.016; number 43, C, carries -0.039; number 44, C, carries -0.645; number 45, C, carries -0.107; number 46, C, carries -0.101; number 47, C, carries -0.028; number 48, C, carries -0.230; number 49, C, carries -0.075; number 50, C, carries -0.136; number 51, C, carries -0.240; number 52, C, carries -0.013; number 53, C, carries -0.027; number 54, H, carries 0.079; number 55, H, carries 0.088; number 56, H, carries 0.041; number 57, H, carries 0.086; number 58, H, carries 0.087; number 59, H, carries 0.067; number 60, H, carries 0.087; number 61, H, carries 0.095; number 62, H, carries 0.094; number 63, H, carries 0.085; number 64, H, carries 0.093; number 65, H, carries 0.094; number 66, H, carries 0.042; number 67, H, carries 0.096; number 68, H, carries 0.044; number 69, H, carries 0.128; number 70, H, carries 0.085; number 71, H, carries 0.078; number 72, H, carries 0.106; number 73, H, carries 0.048; number 74, H, carries 0.127; number 75, H, carries 0.120; number 76, H, carries 0.093; number 77, H, carries 0.084; number 78, H, carries 0.070; number 79, H, carries 0.096; number 80, H, carries 0.118; number 81, H, carries 0.071; number 82, H, carries 0.093; number 83, H, carries 0.091; number 84, H, carries 0.065; number 85, H, carries 0.082; number 86, H, carries 0.092; number 87, H, carries 0.078; number 88, H, carries 0.108; number 89, H, carries 0.080; number 90, H, carries 0.086; number 91, H, carries 0.109; number 92, H, carries 0.117; number 93, H, carries 0.083; number 94, H, carries 0.104; number 95, H, carries 0.064; number 96, H, carries 0.026; number 97, H, carries 0.078; number 98, H, carries 0.057; number 99, H, carries 0.066